Entry 1:
# C3H4N4O2

An isolated molecule of C3H4N4O2 in a non-equilibrium geometry (ωB97M-V/def2-TZVPD, the Open Molecules 2025 dataset).

Geometry as XYZ:
```
13
C3H4N4O2, DFT ωB97M-V/def2-TZVPD
N -1.7659 2.4202 -0.5773
N -1.6813 1.5048 0.5119
C -0.7253 0.6457 0.5639
O -0.0588 0.4015 -0.6691
C 0.7063 -0.6943 -0.5655
N 1.6038 -1.1644 -1.2547
N 1.9972 -2.2931 -0.6021
C 1.3258 -2.4795 0.4013
O 0.5137 -1.4941 0.6628
H -2.6004 3.0383 -0.1675
H -0.8098 2.8069 -1.0720
H 0.0750 0.3232 1.4233
H 1.4200 -3.0150 1.3450
```

Output
relative energy (zero: lowest compared OMol25 entry of this formula, charge and spin): 120.0 kcal per mole
net charge: 0
SMILES string: N/N=C\Oc1nnco1
LUMO: 0.22 eV
Kohn-Sham gap: 9.08 eV
max |F|: 5.96 eV Å⁻¹

Entry 2:
# S7Sb2W

A structure of composition S7Sb2W (ωB97M-V/def2-TZVPD, the Open Molecules 2025 dataset).

Geometry as XYZ:
```
10
S7Sb2W, DFT ωB97M-V/def2-TZVPD
W -0.4822 0.0079 -0.0142
S -2.1229 3.9283 0.2177
Sb -3.0309 1.7457 0.4952
S -2.0164 0.6477 -1.4901
S -1.2584 0.7851 1.9257
S 2.9734 -1.8001 1.7772
Sb 2.2085 -1.6780 -0.2274
S 1.4438 0.8662 -0.5034
S -0.4101 -2.1488 0.0270
S 2.6952 -2.3539 -2.2076
```

Output
relative energy (zero: lowest compared OMol25 entry of this formula, charge and spin): 0.0 kcal per mole
spin multiplicity: 2
net charge: +1
LUMO (alpha / beta): -6.22 / -7.17 eV
Kohn-Sham gap (alpha / beta): 6.51 / 5.54 eV
max |F|: 0.91 eV Å⁻¹

Entry 3:
# C25H21HfI2N5O2

A structure of composition C25H21HfI2N5O2 (ωB97M-V/def2-TZVPD, the Open Molecules 2025 dataset).

Geometry as XYZ:
```
56
C25H21HfI2N5O2, DFT ωB97M-V/def2-TZVPD
Hf 0.1725 0.6124 0.0184
I -0.1529 -4.9771 4.5120
C -0.1384 -3.0868 3.6538
C 1.0566 -2.3816 3.5515
C 1.0572 -1.1164 2.9801
I 2.7781 -0.1134 2.3878
C -0.1380 -0.5503 2.5666
O -0.1603 0.6727 1.9736
C -1.3090 -1.3008 2.5403
C -2.3964 -0.7508 1.6706
N -1.8973 -0.7433 0.2350
C -1.7426 -2.1319 -0.2655
C -0.3092 -2.5813 -0.3616
C -0.0177 -3.9333 -0.4524
C 1.2970 -4.3370 -0.5879
C 2.2991 -3.3734 -0.6385
C 1.9402 -2.0510 -0.5456
N 0.6569 -1.6488 -0.4022
C -1.3129 -2.5636 3.1117
H 1.9811 -2.8296 3.8907
H -2.6464 0.2775 1.9281
H -3.2986 -1.3612 1.7262
H -2.6465 -0.3223 -0.3051
H -2.2037 -2.2142 -1.2526
H -2.2770 -2.8271 0.3839
H -0.8209 -4.6567 -0.4076
H 1.5433 -5.3886 -0.6501
H 3.3402 -3.6426 -0.7414
H 2.6881 -1.2700 -0.5739
H -2.2199 -3.1563 3.1175
O 2.1735 4.1286 -1.1575
C 1.8602 2.9755 -0.9876
N 1.1248 2.4688 0.0506
C 0.3706 3.4469 0.8226
C -1.0849 3.3346 0.4222
C -2.0110 4.3160 0.7408
C -3.2993 4.2121 0.2556
C -3.6388 3.1252 -0.5480
C -2.6882 2.1635 -0.7813
N -1.4342 2.2390 -0.2865
C 2.1783 1.9394 -2.0352
C 3.1734 2.1617 -2.9651
C 3.3448 1.2273 -3.9740
C 2.5119 0.1147 -4.0170
C 1.5678 -0.0533 -3.0259
N 1.4050 0.8358 -2.0289
H 0.7237 4.4549 0.5996
H 0.4800 3.2722 1.8954
H -1.7013 5.1663 1.3330
H -4.0303 4.9790 0.4745
H -4.6226 3.0319 -0.9842
H -2.9121 1.3144 -1.4160
H 3.7619 3.0655 -2.8969
H 4.1067 1.3646 -4.7298
H 2.5983 -0.6183 -4.8062
H 0.9194 -0.9197 -3.0175
```

Output
relative energy (zero: lowest compared OMol25 entry of this formula, charge and spin): 0.0 kcal per mole
net charge: +2
LUMO: -6.33 eV
Kohn-Sham gap: 7.19 eV
max |F|: 0.59 eV Å⁻¹

Entry 4:
# C37H34F5N4OP2SSn

A structure of composition C37H34F5N4OP2SSn (ωB97M-V/def2-TZVPD, the Open Molecules 2025 dataset).

Geometry as XYZ:
```
85
C37H34F5N4OP2SSn, DFT ωB97M-V/def2-TZVPD
Sn 0.0070 0.5426 -0.7092
C -0.3064 -2.2412 1.3094
C -0.9170 -1.0883 2.1193
P 0.1897 0.3517 1.9632
C -0.5443 1.7524 2.7957
C -1.2877 1.5963 3.9691
C -1.7086 2.7134 4.6698
C -1.3795 3.9855 4.2181
C -0.6415 4.1466 3.0541
C -0.2319 3.0325 2.3366
C 1.6856 -0.1946 2.8190
C 2.8796 -0.4600 2.1491
C 3.9769 -0.9364 2.8539
C 3.8882 -1.1455 4.2215
C 2.6999 -0.8802 4.8920
C 1.5988 -0.4071 4.1981
P -0.6513 -1.9803 -0.4509
C -2.3741 -2.3612 -0.7071
C -2.7671 -3.7037 -0.7528
C -4.1136 -4.0104 -0.8531
C -5.0610 -2.9931 -0.9099
C -4.6709 -1.6613 -0.8691
C -3.3250 -1.3440 -0.7703
C 0.4004 -3.0246 -1.4370
C -0.0531 -3.4834 -2.6783
C 0.7677 -4.2806 -3.4570
C 2.0429 -4.6112 -3.0106
C 2.5000 -4.1499 -1.7830
C 1.6856 -3.3525 -0.9944
H -0.7454 -3.2021 1.5845
H 0.7695 -2.3106 1.4802
H -1.9246 -0.8305 1.7788
H -0.9913 -1.3727 3.1693
H -1.5652 0.6141 4.3313
H -2.2811 2.5910 5.5794
H -1.6949 4.8532 4.7820
H -0.3680 5.1393 2.7237
H 0.3769 3.1594 1.4481
H 2.9513 -0.2922 1.0853
H 4.9051 -1.1398 2.3361
H 4.7454 -1.5097 4.7717
H 2.6308 -1.0384 5.9600
H 0.6891 -0.1920 4.7440
H -2.0333 -4.5000 -0.7098
H -4.4254 -5.0456 -0.8889
H -6.1108 -3.2429 -0.9879
H -5.4119 -0.8745 -0.9191
H -3.0239 -0.3068 -0.7446
H -1.0556 -3.2491 -3.0152
H 0.4086 -4.6632 -4.4033
H 2.6770 -5.2444 -3.6171
H 3.4847 -4.4295 -1.4317
H 2.0494 -3.0147 -0.0311
F -4.4491 5.9885 0.9183
C -3.5469 5.2164 0.3618
C -3.8974 3.9403 -0.0625
F -5.1319 3.4990 0.1007
C -2.9398 3.1466 -0.6525
F -3.2789 1.9157 -1.0632
C -1.6260 3.5685 -0.8109
S -0.4631 2.6485 -1.7527
C -1.2956 4.8374 -0.3525
F -0.0370 5.2653 -0.4429
C -2.2436 5.6663 0.2180
F -1.9045 6.8621 0.6607
C 4.3573 -0.6921 -1.5834
N 4.1291 0.7498 -1.6662
C 3.0411 1.3812 -1.2404
N 2.9736 2.7080 -1.3238
O 2.0784 0.7176 -0.6987
H 5.1842 -0.9008 -0.9066
H 4.6011 -1.0878 -2.5679
H 3.4594 -1.1768 -1.2141
H 4.8844 1.3116 -2.0313
H 3.7174 3.2661 -1.7119
H 2.1473 3.1850 -1.0022
N -0.4740 -0.3526 -4.9074
C 0.8795 -0.1385 -4.9987
C 1.3141 0.0286 -3.7248
N 0.2362 -0.1000 -2.8636
C -0.8296 -0.3141 -3.6219
H -1.1010 -0.4958 -5.6863
H 1.4003 -0.1187 -5.9405
H 2.3116 0.2106 -3.3730
H -1.8427 -0.4463 -3.2716
```

Output
relative energy (zero: lowest compared OMol25 entry of this formula, charge and spin): 0.0 kcal per mole
net charge: +3
LUMO: -9.55 eV
Kohn-Sham gap: 6.81 eV
max |F|: 0.54 eV Å⁻¹

Entry 5:
# C28H42EuGeIN4OSi

A structure of composition C28H42EuGeIN4OSi in a non-equilibrium geometry (ωB97M-V/def2-TZVPD, the Open Molecules 2025 dataset).

Geometry as XYZ:
```
79
C28H42EuGeIN4OSi, DFT ωB97M-V/def2-TZVPD
Eu 0.8144 0.7847 -0.1659
N 1.4607 2.4962 1.9094
C 0.4688 3.2743 2.6241
C -0.4764 2.3117 3.3566
N -1.1894 1.5033 2.3821
C -1.5456 0.1634 2.8392
C -0.3765 -0.6763 3.3528
N 0.6822 -0.7377 2.3546
C -2.3797 2.2042 1.9064
C -2.6632 1.9725 0.4235
N -1.6426 2.6492 -0.3655
H 2.1879 2.1593 2.5375
H 1.8865 3.0448 1.1602
H -0.0951 3.8484 1.8869
H 0.9072 3.9831 3.3519
H -1.1637 2.8749 4.0163
H 0.1320 1.6651 3.9863
H -1.9582 -0.3631 1.9711
H -2.3165 0.2021 3.6340
H -0.7804 -1.6727 3.5877
H 0.0309 -0.2670 4.2862
H 0.3576 -1.3727 1.6104
H 1.5026 -1.1794 2.7659
H -2.2326 3.2814 2.0533
H -3.2570 1.9074 2.5081
H -3.6875 2.3215 0.1976
H -2.5436 0.8886 0.1606
H -1.7571 3.6595 -0.3610
H -1.6750 2.3122 -1.3266
C 0.9428 5.1381 -2.9612
Si 1.8214 4.5866 -1.3363
C 1.1632 5.8261 -0.0012
C 3.6450 5.1510 -1.5892
O 1.6038 3.0870 -0.9707
H 1.2494 6.1238 -3.3054
H -0.1377 5.1546 -2.8429
H 1.1645 4.4328 -3.7568
H 1.2443 6.8583 -0.3315
H 1.7147 5.7435 0.9323
H 0.1173 5.6355 0.2246
H 3.6988 6.1961 -1.8926
H 4.1249 4.5554 -2.3595
H 4.2347 5.0379 -0.6839
I 3.7286 0.0485 0.7467
C -1.2764 -0.3551 -0.7720
Ge -0.5627 -2.0582 -0.9178
C -1.4549 -3.3645 -2.2858
C -1.5200 -2.9770 -3.6183
C -2.2728 -3.6596 -4.5556
C -3.0356 -4.7499 -4.1642
C -3.0033 -5.1513 -2.8411
C -2.2052 -4.4808 -1.9300
C 1.3939 -2.3940 -1.6304
C 2.3090 -3.3758 -1.2774
C 3.6245 -3.3375 -1.7254
C 4.0277 -2.3742 -2.6305
C 3.1098 -1.4289 -3.0687
C 1.8360 -1.4207 -2.5281
C -0.8097 -3.3088 0.7299
C -2.1329 -3.3613 1.1997
C -2.4748 -3.8195 2.4495
C -1.4829 -4.2432 3.3386
C -0.1571 -4.1565 2.9290
C 0.1655 -3.6950 1.6680
H -0.9651 -2.0978 -3.9223
H -2.2776 -3.3466 -5.5962
H -3.6546 -5.2750 -4.8870
H -3.6097 -5.9973 -2.5247
H -2.1643 -4.8327 -0.9083
H 2.0039 -4.1884 -0.6311
H 4.3461 -4.0624 -1.3611
H 5.0468 -2.3526 -2.9985
H 3.3931 -0.7034 -3.8255
H 1.1220 -0.6480 -2.8513
H -2.9127 -3.0152 0.5289
H -3.5171 -3.8518 2.7590
H -1.7401 -4.6150 4.3266
H 0.6302 -4.4657 3.6155
H 1.2147 -3.6505 1.3909
```

Output
spin multiplicity: 7
net charge: -2
LUMO (alpha / beta): 4.59 / 4.59 eV
Kohn-Sham gap (alpha / beta): 4.74 / 3.59 eV
max |F|: 2.74 eV Å⁻¹

Entry 6:
# C11H30O4

A cluster of 4 separate species, C11H30O4 in total (ωB97M-V/def2-TZVPD, the Open Molecules 2025 dataset).

Geometry as XYZ:
```
45
C11H30O4, DFT ωB97M-V/def2-TZVPD
C 17.0163 1.0299 -1.6590
C 18.0858 0.4777 -2.6008
C 19.3878 1.2183 -2.4760
O 18.3793 -0.9009 -2.3242
H 17.4417 1.2859 -0.6884
H 16.2179 0.3038 -1.4791
H 16.5490 1.9188 -2.0893
H 17.7289 0.5624 -3.6353
H 20.1746 0.7021 -3.0276
H 19.7081 1.2594 -1.4318
H 19.3058 2.2385 -2.8497
H 17.5743 -1.4077 -2.4628
C 10.8026 0.5968 -8.6614
C 11.1633 1.4290 -7.4307
C 11.6559 2.8050 -7.8334
O 10.0581 1.5237 -6.5298
H 11.6995 0.2702 -9.1887
H 10.2155 1.1935 -9.3714
H 10.1901 -0.2672 -8.4066
H 11.9443 0.9226 -6.8626
H 12.3292 3.2603 -7.1066
H 10.8141 3.4739 -8.0216
H 12.2537 2.7658 -8.7505
H 9.4152 2.1308 -6.9103
C 11.5856 3.6040 -3.2575
C 12.7728 2.6828 -3.3177
C 13.8701 3.2070 -4.2295
O 13.2564 2.5327 -1.9720
H 11.8364 4.5775 -2.8174
H 10.7991 3.2290 -2.6007
H 11.1848 3.7890 -4.2540
H 12.4273 1.7001 -3.6622
H 14.2440 4.1649 -3.8686
H 13.4964 3.3243 -5.2470
H 14.7109 2.5089 -4.2674
H 13.8196 1.7532 -1.9459
C 9.3734 1.1943 -0.8978
C 9.4691 0.1098 0.1449
O 8.6955 -1.0141 -0.2664
H 8.3289 1.3660 -1.1670
H 9.9386 0.9856 -1.8021
H 9.7122 2.1297 -0.4440
H 9.1034 0.5004 1.1017
H 10.5139 -0.1867 0.2860
H 8.8455 -1.7367 0.3457
```

Output
relative energy (zero: lowest compared OMol25 entry of this formula, charge and spin): 6.5 kcal per mole
net charge: 0
SMILES string: CC(C)O.CC(C)O.CC(C)O.CCO
LUMO: 0.59 eV
Kohn-Sham gap: 10.77 eV
max |F|: 0.84 eV Å⁻¹

Entry 7:
# C4H3O3S

A structure of composition C4H3O3S in a non-equilibrium geometry (ωB97M-V/def2-TZVPD, the Open Molecules 2025 dataset).

Geometry as XYZ:
```
11
C4H3O3S, DFT ωB97M-V/def2-TZVPD
C -1.2609 -0.1059 0.3349
C -0.2876 -0.9638 -0.1968
C 0.2365 1.1773 0.4929
C 0.9740 -0.1358 0.3677
O -0.1103 -2.1303 -0.6438
O 0.3146 2.3389 0.2572
O 2.1508 -0.0514 -0.4571
S -2.9181 0.3907 0.1776
H 1.4543 -0.5776 1.3364
H 2.2233 -0.9348 -0.6786
H -2.7766 0.9928 -0.9902
```

Output
relative energy (zero: lowest compared OMol25 entry of this formula, charge and spin): 76.6 kcal per mole
net charge: -1
LUMO: 3.42 eV
Kohn-Sham gap: 6.94 eV
max |F|: 5.53 eV Å⁻¹

Entry 8:
# C32H73F9N7O10PS

A cluster of 6 separate species, C32H73F9N7O10PS in total in a non-equilibrium geometry (ωB97M-V/def2-TZVPD, the Open Molecules 2025 dataset).

Geometry as XYZ:
```
133
C32H73F9N7O10PS, DFT ωB97M-V/def2-TZVPD
C -4.7746 0.9655 -7.9850
C -5.3894 -0.2103 -7.2209
C -4.8321 -0.2648 -5.8098
O -5.0626 -1.5544 -5.2534
P -4.4766 -1.9201 -3.7301
C -3.3175 -3.2627 -4.2601
N -3.6494 -3.8975 -5.5242
N -5.9627 -2.3602 -3.0428
C -6.3046 -3.8074 -3.0680
C -6.6948 -4.4163 -4.3752
O -6.2414 -4.4104 -2.0438
C -7.0791 -1.5222 -3.3736
C -6.9660 -0.1105 -2.8769
O -8.0685 -1.9678 -3.9024
S -3.6426 -2.1187 -1.5552
O -3.4152 -3.4976 -1.1764
O -4.4544 -1.2673 -0.7125
C -1.9383 -1.3513 -1.5502
F -2.0073 -0.1395 -2.1601
F -1.1901 -2.1541 -2.3588
C -1.1583 -1.2282 -0.1890
F -0.4981 -2.3917 -0.0268
F -0.2525 -0.2261 -0.3316
C -1.8797 -0.9711 1.1723
F -2.6792 -1.9912 1.4637
F -0.8718 -0.9608 2.0796
C -2.6392 0.4050 1.3318
F -1.9067 1.2422 2.0519
F -3.7882 0.2264 1.9427
F -2.8430 0.9791 0.1502
H -5.2906 1.1550 -8.9223
H -3.7200 0.7704 -8.1771
H -4.8195 1.8609 -7.3583
H -6.4737 -0.1035 -7.1875
H -5.1486 -1.1501 -7.7190
H -5.3240 0.5062 -5.2052
H -3.7597 -0.0354 -5.8458
H -4.0877 -0.5819 -3.5794
H -2.3703 -2.7189 -4.3170
H -3.2579 -4.0088 -3.4722
H -3.0729 -3.5642 -6.2812
H -3.5410 -4.8979 -5.4455
H -7.6550 -4.9129 -4.2468
H -5.9531 -5.1794 -4.6187
H -6.7647 -3.6933 -5.1787
H -7.6488 -0.0321 -2.0299
H -5.9625 0.1465 -2.5521
H -7.3167 0.5569 -3.6639
C 0.3763 1.5623 7.3916
O 0.3336 1.2354 6.0154
C 1.3684 0.3889 5.5608
C 1.1108 -1.1099 5.7679
C 1.3169 -1.5750 7.2055
N -0.2198 -1.5210 5.3177
H 1.4040 1.6727 7.7482
H -0.1379 0.8151 8.0024
H -0.1350 2.5154 7.5188
H 1.4468 0.5764 4.4865
H 2.3236 0.6847 6.0168
H 1.8414 -1.6353 5.1445
H 0.5012 -1.2515 7.8522
H 1.3486 -2.6634 7.2435
H 2.2529 -1.1903 7.6162
H -0.3213 -1.2997 4.3323
H -0.8989 -0.9220 5.7798
C 3.3224 3.2234 10.0879
O 1.9091 3.2270 10.0547
C 1.2782 2.9736 11.2967
C 1.1106 4.2059 12.1936
C 2.3956 4.6275 12.8976
N 0.5551 5.3581 11.4805
H 3.6922 2.4851 10.8071
H 3.7287 4.2071 10.3377
H 3.6759 2.9566 9.0915
H 0.2833 2.5966 11.0435
H 1.8080 2.1730 11.8302
H 0.3897 3.9242 12.9672
H 3.0904 5.1101 12.2098
H 2.1709 5.3442 13.6864
H 2.8971 3.7680 13.3475
H -0.3559 5.1180 11.1019
H 1.1354 5.5325 10.6649
C -2.7790 1.6078 -11.5968
O -2.2973 0.8533 -10.5011
C -1.4206 -0.2065 -10.8269
C 0.0489 0.2027 -10.9774
C 0.3640 0.9083 -12.2918
N 0.5168 1.0361 -9.8658
H -2.9429 0.9734 -12.4728
H -2.1016 2.4222 -11.8645
H -3.7312 2.0435 -11.2960
H -1.4926 -0.9100 -9.9926
H -1.7756 -0.7281 -11.7252
H 0.6302 -0.7248 -10.9522
H -0.0153 1.9302 -12.3018
H 1.4428 0.9629 -12.4371
H -0.0659 0.3739 -13.1406
H 0.4081 0.5242 -8.9941
H -0.1106 1.8305 -9.7778
C 5.4444 1.3060 12.8746
O 4.2382 0.5980 12.6598
C 4.3289 -0.5264 11.8056
C 4.7666 -1.8224 12.4993
C 6.2600 -1.8837 12.7994
N 4.0214 -2.0847 13.7318
H 6.0599 1.3229 11.9696
H 6.0267 0.8896 13.6997
H 5.1711 2.3298 13.1306
H 3.3201 -0.6731 11.4103
H 4.9846 -0.2988 10.9541
H 4.5366 -2.6338 11.8021
H 6.5283 -1.2383 13.6361
H 6.5432 -2.8996 13.0709
H 6.8513 -1.5847 11.9318
H 3.0303 -2.1582 13.5237
H 4.1005 -1.2665 14.3290
C 6.5954 1.8009 -9.4364
O 5.2678 1.9511 -9.8962
C 4.8798 1.0796 -10.9387
C 4.3837 -0.2962 -10.4731
C 5.5036 -1.2421 -10.0529
N 3.3949 -0.2009 -9.3993
H 7.2745 1.5545 -10.2589
H 6.6795 1.0333 -8.6628
H 6.8997 2.7542 -9.0057
H 4.0545 1.5849 -11.4470
H 5.6990 0.9741 -11.6634
H 3.8812 -0.7458 -11.3368
H 5.9190 -0.9639 -9.0842
H 5.1185 -2.2570 -9.9601
H 6.3144 -1.2505 -10.7842
H 2.5951 0.3415 -9.7225
H 3.8013 0.3596 -8.6553
```

Output
net charge: 0
SMILES string: CCCO[PH](CN)(N(C(C)=O)C(C)=O)S(=O)(=O)C(F)(F)C(F)(F)C(F)(F)C(F)(F)F.COC[C@@H](C)N.COC[C@@H](C)N.COC[C@@H](C)N.COC[C@@H](C)N.COC[C@@H](C)N
LUMO: 0.10 eV
Kohn-Sham gap: 9.01 eV
max |F|: 1.41 eV Å⁻¹

Copy entry 2 word for word.
# S7Sb2W

A structure of composition S7Sb2W (ωB97M-V/def2-TZVPD, the Open Molecules 2025 dataset).

Geometry as XYZ:
```
10
S7Sb2W, DFT ωB97M-V/def2-TZVPD
W -0.4822 0.0079 -0.0142
S -2.1229 3.9283 0.2177
Sb -3.0309 1.7457 0.4952
S -2.0164 0.6477 -1.4901
S -1.2584 0.7851 1.9257
S 2.9734 -1.8001 1.7772
Sb 2.2085 -1.6780 -0.2274
S 1.4438 0.8662 -0.5034
S -0.4101 -2.1488 0.0270
S 2.6952 -2.3539 -2.2076
```

Output
relative energy (zero: lowest compared OMol25 entry of this formula, charge and spin): 0.0 kcal per mole
spin multiplicity: 2
net charge: +1
LUMO (alpha / beta): -6.22 / -7.17 eV
Kohn-Sham gap (alpha / beta): 6.51 / 5.54 eV
max |F|: 0.91 eV Å⁻¹